[1]
C8H10BiF3NO3S | ωB97M-V/def2-TZVPD

Output
HOMO energy (alpha / beta) = -3.25 / -2.75 eV
ΔE to the lowest compared entry with this formula, charge and spin = 2.4299 eV
net charge = -1
calculated total energy = -1503.54163 hartree
frontier orbital gap (alpha / beta) = 6.072 / 5.496 eV

Element x y z (Å)
C  0.7260  -3.1440  -1.0039
C  -0.6545  -3.3241  -0.7878
C  -0.9344  -3.0570  0.5726
C  0.3185  -2.6728  1.2060
C  1.3353  -2.7732  0.2017
Bi  -0.7472  -0.3101  0.7888
N  0.6606  0.6327  -1.5363
C  0.0515  1.0550  -2.6773
C  -1.2292  0.5520  -1.8091
H  -1.8714  -3.2599  1.1039
H  -1.3913  -3.6538  -1.5338
H  0.4858  -2.6237  2.2869
H  2.4113  -2.6522  0.3877
H  1.2471  -3.3069  -1.9610
H  -1.6480  -0.3552  -2.2574
H  0.2539  0.4110  -3.5981
H  1.5655  1.1310  -1.3726
H  -1.9659  1.3461  -1.7245
H  0.0461  2.1727  -2.8537
F  -0.7066  4.4217  2.8908
C  0.1047  3.3401  2.8885
F  1.3056  3.6964  3.3928
F  -0.4377  2.3968  3.6969
S  0.2830  2.6693  1.1452
O  -1.1424  2.2718  0.8261
O  0.8767  3.6711  0.3825
O  1.0570  1.3653  1.3450

Atoms 1-3, force components in eV/Å:
C 0.304 -0.274 -0.287
C -0.271 0.035 -0.057
C 0.242 0.227 0.316

Löwdin population analysis, charges in e, atoms 1 to 2: -0.1871 -0.2017



[2]
C8H10Br6Cl6N2 | ωB97M-V/def2-TZVPD

Output
HOMO energy = -10.21 eV
net charge = 0
calculated total energy = -18625.51348 hartree
frontier orbital gap = 10.035 eV

Element x y z (Å)
C  -2.3563  0.4025  3.2503
C  -2.0485  -0.2015  1.9683
N  -1.6708  -0.7693  1.0342
H  -3.3805  0.9691  3.1687
H  -1.6308  1.1361  3.6376
H  -2.5598  -0.4046  3.9367
C  1.7326  -2.1652  -1.0219
C  3.1321  -2.5433  -0.6080
N  4.1684  -2.7685  -0.1097
H  1.1196  -3.0098  -1.0243
H  1.9008  -1.6607  -2.0171
H  1.2829  -1.5089  -0.2702
C  -0.9571  3.3923  -2.0974
Cl  0.3679  4.4193  -1.4999
Cl  -2.4777  4.2272  -2.0543
Cl  -0.9495  1.8851  -1.2067
H  -0.7158  3.1818  -3.1204
C  0.7535  -2.2731  3.3050
Cl  1.0193  -1.7596  4.9296
Cl  -0.3136  -3.7262  3.2478
Cl  2.2371  -2.6235  2.3989
H  0.2273  -1.4701  2.7850
C  -2.2782  -0.8141  -4.0893
Br  -2.6721  -1.4031  -2.2731
Br  -0.3937  -0.6868  -4.3457
Br  -3.2232  0.8618  -4.4257
H  -2.6186  -1.4870  -4.8120
C  2.3543  2.1772  0.1725
Br  2.3869  3.8361  1.1115
Br  1.6844  0.7374  1.2252
Br  4.1360  1.7278  -0.4612
H  1.7427  2.3214  -0.7343

Atoms 1-3, force components in eV/Å:
C -2.624 1.587 -0.070
C 1.120 -0.445 -0.699
N -0.513 0.553 0.647

Löwdin population analysis, charges in e, atoms 1 to 2: -0.0674 -0.2916



[3]
C8H10Br6O6 | ωB97M-V/def2-TZVPD

Output
HOMO energy = -10.19 eV
net charge = 0
calculated total energy = -16206.35074 hartree
frontier orbital gap = 9.630 eV

Element x y z (Å)
C  1.8616  1.3469  0.1909
Br  3.2675  2.7058  0.2075
Br  2.5307  -0.4013  0.6942
Br  0.8425  1.2610  -1.4672
H  1.1474  1.6152  0.9544
C  1.1845  3.9734  4.2239
Br  0.1682  2.9658  2.9118
Br  2.7066  2.9677  4.9580
Br  -0.0290  4.5365  5.6647
H  1.6457  4.8788  3.8595
C  1.1369  -1.7621  -2.6686
C  1.0665  -3.2076  -3.0880
O  -0.3289  -3.4680  -3.0178
C  -0.9955  -2.2878  -3.1106
O  -2.1479  -2.1862  -3.3117
O  -0.1555  -1.2455  -2.9743
H  1.8976  -1.1337  -3.1303
H  1.3001  -1.6640  -1.5932
H  1.6562  -3.8124  -2.4059
H  1.3927  -3.3029  -4.1279
C  -1.9237  0.4596  1.4904
C  -2.9387  0.0163  0.4290
O  -2.2841  -1.1003  -0.2051
C  -1.0170  -1.1664  0.2105
O  -0.2453  -1.9861  -0.1721
O  -0.7322  -0.1805  1.0688
H  -2.1857  0.1276  2.4960
H  -1.8352  1.5445  1.4664
H  -3.0652  0.7565  -0.3627
H  -3.9206  -0.2510  0.8093

Atoms 1-3, force components in eV/Å:
C 0.086 -0.152 -0.101
Br -0.544 -0.481 -0.125
Br 0.173 0.464 -0.115

Löwdin population analysis, charges in e, atoms 1 to 2: -1.5642 0.5590



[4]
C8H10BrCl3GeNO3Pd | ωB97M-V/def2-TZVPD

Output
HOMO energy (alpha / beta) = -8.41 / -9.33 eV
ΔE to the lowest compared entry with this formula, charge and spin = 0.0000 eV
net charge = 0
spin multiplicity = 2
calculated total energy = -6750.78270 hartree
frontier orbital gap (alpha / beta) = 7.307 / 7.070 eV
expectation value of S² = 0.762

Element x y z (Å)
Pd  -0.9974  -0.3147  0.2489
Br  5.3632  -1.2876  -1.4456
C  3.5243  -1.0775  -1.1203
C  2.8059  -2.0895  -0.5088
C  1.4625  -1.8843  -0.2648
N  0.8318  -0.7613  -0.6235
C  1.5355  0.2102  -1.2157
C  2.8832  0.0924  -1.4875
H  3.2730  -3.0161  -0.2108
H  0.8592  -2.6259  0.2394
H  0.9756  1.0945  -1.4875
H  3.4123  0.9024  -1.9667
Cl  -3.9488  0.8334  -2.4647
Ge  -2.8311  -0.7124  -1.4489
Cl  -3.3874  -0.2863  0.7640
Cl  -3.9187  -2.5502  -1.8315
C  -1.1869  -1.6068  2.7407
O  -0.5746  -1.7455  1.4779
H  -1.2320  -0.5595  3.0616
H  -0.5531  -2.1409  3.4551
H  -2.1898  -2.0391  2.7623
C  -0.8705  3.7386  0.1037
C  -0.8366  2.2593  0.3424
O  -0.6385  1.7612  1.4537
O  -1.0537  1.5052  -0.7016
H  -0.3646  4.2611  0.9110
H  -1.9148  4.0541  0.0769
H  -0.4282  3.9852  -0.8596

Atoms 1-3, force components in eV/Å:
Pd 0.294 -0.181 0.006
Br -0.004 0.000 -0.004
C 0.016 -0.016 0.006

Löwdin population analysis, charges in e, atoms 1 to 2: 0.7920 0.7957



[5]
C8H10ClN2S | ωB97M-V/def2-TZVPD

Output
HOMO energy = -12.22 eV
ΔE to the lowest compared entry with this formula, charge and spin = 0.0000 eV
SMILES = NC(=[NH2+])[C@H](Cl)Sc1ccccc1
net charge = +1
calculated total energy = -1278.47650 hartree
frontier orbital gap = 8.252 eV

Element x y z (Å)
N  -2.1487  -2.1172  0.6594
C  -1.6391  -1.4955  1.6991
N  -2.2680  -1.4608  2.8690
C  -0.3658  -0.7797  1.4411
Cl  0.5419  -0.7087  3.0341
S  -0.7823  0.8817  0.7790
C  0.5036  1.0978  -0.4325
C  1.8598  1.0403  -0.2536
C  2.6876  1.2129  -1.3554
C  2.1631  1.6317  -2.5302
C  0.7474  1.6515  -2.7652
C  -0.1107  1.4180  -1.6966
H  -1.7642  -2.1126  -0.2400
H  -2.9113  -2.8029  0.8190
H  -1.7050  -1.0511  3.6038
H  -2.9526  -2.1811  2.9604
H  0.1216  -1.3131  0.7177
H  2.3430  0.7944  0.6034
H  3.7409  1.1246  -1.0970
H  2.9320  1.8506  -3.3657
H  0.2630  1.9196  -3.7800
H  -1.2562  1.3996  -1.6700

Atoms 1-3, force components in eV/Å:
N -1.987 -1.640 1.933
C -0.582 0.278 -0.149
N 1.434 -0.119 -1.877

Löwdin population analysis, charges in e, atoms 1 to 2: 0.2274 -0.4716



[6]
C8H10ClNPt | ωB97M-V/def2-TZVPD

Output
HOMO energy (alpha / beta) = -6.32 / -8.83 eV
ΔE to the lowest compared entry with this formula, charge and spin = 0.0000 eV
net charge = 0
spin multiplicity = 5
calculated total energy = -944.81096 hartree
frontier orbital gap (alpha / beta) = 6.946 / 6.593 eV
expectation value of S² = 6.040

Element x y z (Å)
C  1.3237  0.8361  -0.8119
C  1.7046  -0.2336  0.0117
C  1.6437  0.1753  1.3975
C  1.2195  1.5673  1.4113
C  0.9902  1.9624  0.0141
Pt  -0.4569  0.3752  0.8755
C  -1.0731  -1.6465  0.4034
C  -1.4336  -0.9356  -0.8530
C  -1.1862  -1.3607  -2.1392
N  -1.5501  0.3754  -0.9391
H  1.8530  -0.4903  2.2242
H  2.0413  -1.2280  -0.3160
H  1.0218  2.1628  2.3128
H  0.6508  2.9627  -0.2934
H  1.3284  0.7542  -1.8947
H  -0.1488  -2.2244  0.4724
H  -2.2929  0.9623  -0.5026
H  -1.8988  -1.9124  1.0361
H  -0.9819  -2.3637  -2.4903
H  -0.9590  -0.4684  -2.7669
Cl  -1.7960  0.7300  2.8481

Atoms 1-3, force components in eV/Å:
C 0.855 0.582 -0.034
C 1.207 -0.361 0.330
C 0.376 0.654 -0.694

Löwdin population analysis, charges in e, atoms 1 to 2: -0.1723 -0.1951



[7]
C8H10CrN2Se | ωB97M-V/def2-TZVPD

Output
HOMO energy (alpha / beta) = 1.91 / 1.68 eV
net charge = -2
spin multiplicity = 5
calculated total energy = -3866.01559 hartree
frontier orbital gap (alpha / beta) = 3.186 / 3.407 eV
expectation value of S² = 6.053

Element x y z (Å)
C  -0.5705  0.9580  -1.8865
C  0.7862  0.7528  -1.4745
C  0.9545  1.3251  -0.1522
C  -0.2853  1.9066  0.2218
C  -1.2298  1.6929  -0.8334
Cr  -0.4865  -0.4256  0.0120
N  -2.2474  -0.0146  0.3554
C  0.3932  -2.3474  -0.3518
C  1.4955  -1.4960  -0.3523
H  1.8986  1.4228  0.3764
H  1.5643  0.3015  -2.0798
H  -0.4954  2.4286  1.1541
H  -2.2168  2.1403  -0.9137
H  -1.0153  0.6029  -2.8103
H  2.0700  -1.3728  -1.2732
H  0.1008  -2.8924  0.5628
H  -3.1185  -0.4810  0.6682
H  2.0938  -1.3770  0.5571
H  -0.0684  -2.7184  -1.2841
Se  0.2523  0.2148  4.6788
C  0.1122  -0.1790  2.9928
N  0.0125  -0.4422  1.8324

Atoms 1-3, force components in eV/Å:
C 0.466 0.821 0.697
C 0.121 1.537 0.108
C 0.249 0.669 -1.901

Löwdin population analysis, charges in e, atoms 1 to 2: -0.2038 -0.2650



[8]
C8H10FO4 | ωB97M-V/def2-TZVPD

Output
HOMO energy = -4.18 eV
SMILES = O=C([O-])[C@]1(F)CCCC12OCCO2
net charge = -1
calculated total energy = -711.67252 hartree
frontier orbital gap = 7.753 eV

Element x y z (Å)
O  2.5423  1.8099  -0.2009
C  2.5083  0.5536  -0.1949
O  3.2226  -0.2856  -0.7056
C  1.2955  -0.0440  0.6828
F  1.3243  0.3314  1.9832
C  1.3751  -1.5582  0.6386
C  0.2531  -1.9772  -0.3600
C  -0.9595  -1.0912  -0.2145
C  -0.3179  0.2379  -0.0264
O  -0.1378  0.9150  -1.2314
C  -0.1520  2.2942  -0.8967
C  -1.2450  2.3333  0.1464
O  -1.0224  1.1517  0.8325
H  1.0637  -1.9180  1.6518
H  2.2687  -1.9436  0.2380
H  0.5532  -1.9420  -1.4212
H  0.1650  -3.0051  -0.1309
H  -1.6090  -0.9497  -1.0259
H  -1.6263  -1.2892  0.5465
H  -0.3293  2.8433  -1.7688
H  0.8015  2.6467  -0.6116
H  -1.1884  3.3136  0.6745
H  -2.1740  2.2280  -0.3170

Atoms 1-3, force components in eV/Å:
O 0.643 -0.427 -0.088
C -1.997 1.811 1.540
O 1.251 -0.810 -1.085

Löwdin population analysis, charges in e, atoms 1 to 2: -0.0666 -0.6479



[9]
C8H10IN3 | ωB97M-V/def2-TZVPD

Output
HOMO energy = -8.47 eV
ΔE to the lowest compared entry with this formula, charge and spin = 0.2980 eV
SMILES = C[C@@H]1CC=Nc2c1c(I)nn2C
net charge = 0
calculated total energy = -772.74386 hartree
frontier orbital gap = 9.070 eV

Element x y z (Å)
C  0.4852  -2.2831  1.1232
C  -0.6221  -1.2627  0.9117
C  -1.3871  -1.5300  -0.4613
C  -0.6664  -0.9416  -1.6529
N  0.0214  0.1346  -1.7957
C  0.2086  0.7154  -0.5235
C  -0.0173  0.1113  0.7664
C  0.4019  1.0834  1.6263
I  0.6393  1.1764  3.6635
N  0.7621  2.2000  0.9754
N  0.5226  1.9826  -0.2838
C  0.7716  2.9783  -1.2857
H  1.1630  -2.1343  1.9736
H  1.1955  -2.2210  0.2415
H  0.1966  -3.3269  1.2847
H  -1.2985  -1.2534  1.7157
H  -2.4787  -1.1643  -0.5023
H  -1.4852  -2.6495  -0.4942
H  -0.6804  -1.3905  -2.6921
H  0.7198  2.5014  -2.2438
H  -0.0550  3.7769  -1.2888
H  1.6031  3.4967  -1.0578

Atoms 1-3, force components in eV/Å:
C 1.703 -0.590 -0.724
C 0.889 0.709 -1.871
C -0.531 -0.707 1.043

Löwdin population analysis, charges in e, atoms 1 to 2: -0.0736 -0.3063



[10]
C8H10InN2S | ωB97M-V/def2-TZVPD

Output
HOMO energy = -4.18 eV
ΔE to the lowest compared entry with this formula, charge and spin = 0.0000 eV
net charge = -1
calculated total energy = -1008.60143 hartree
frontier orbital gap = 7.123 eV

Element x y z (Å)
C  -0.4352  1.2226  -2.2139
C  0.9767  1.3524  -1.9821
C  1.1520  2.1332  -0.7705
C  -0.1575  2.4981  -0.3013
C  -1.1328  1.9294  -1.1806
In  0.1528  -0.1001  0.1679
N  -1.3445  -1.5893  -0.0264
C  -0.3968  -2.5778  -0.5578
C  1.0140  -2.0057  -0.7145
H  2.1015  2.4350  -0.3327
H  1.7687  0.8908  -2.5392
H  -0.3603  3.1261  0.5811
H  -2.2183  2.0014  -1.0630
H  -0.8940  0.6326  -3.0041
H  1.3632  -1.8252  -1.7354
H  -0.3078  -3.3636  0.2622
H  -2.3643  -1.7649  -0.0324
H  1.7569  -2.1630  0.0486
H  -0.7557  -2.9072  -1.5735
S  0.0693  0.0654  2.5076
C  0.0200  0.0139  4.1749
N  -0.0080  -0.0043  5.3467

Atoms 1-3, force components in eV/Å:
C 0.790 0.632 0.508
C -1.368 0.962 1.005
C -0.525 -0.772 -0.931

Löwdin population analysis, charges in e, atoms 1 to 2: -0.1986 -0.2123